Record 1
68
Properties=species:S:1:pos:R:3:mulliken_charge:R:1 method="wB97M-V/def2-TZVPD" gap_ev=7.68 total_energy_ha=-2964.505268 de_lowest_ev=4.036 lumo_energy_ev=-0.5 smiles="C[Si](C)(C)[C@]1(S)[C@@H](CCCCl)C[NH2+][C@@]1(C(=O)[O-])P(O)I.C1CCOC1.C1CCOC1"
C -0.73 2.91 0.15 -1.017
Si -1.56 1.19 0.24 0.341
C -1.86 0.58 2.05 -0.551
C -3.31 1.40 -0.59 -1.160
C -0.68 -0.19 -0.77 0.732
S -0.74 0.50 -2.54 -0.216
C -1.15 -1.73 -0.57 0.328
C -2.71 -2.08 -0.62 -0.476
C -2.96 -3.47 0.20 -0.867
C -2.82 -3.26 1.81 -0.024
Cl -3.98 -4.43 2.68 -0.227
C -0.20 -2.39 -1.73 -1.017
N 1.11 -1.69 -1.39 0.096
C 0.91 -0.42 -0.56 -0.217
C 1.45 -0.71 0.93 0.246
O 1.76 0.24 1.73 -0.642
O 1.59 -2.02 1.42 -0.760
P 2.16 0.76 -1.38 0.178
O 2.44 2.17 -0.45 -0.411
I 4.32 -0.49 -1.19 -0.135
H -0.70 3.31 -0.93 0.249
H -1.45 3.63 0.71 0.297
H 0.27 2.99 0.69 0.272
H -2.99 0.66 2.22 0.253
H -1.60 -0.54 2.07 0.076
H -1.25 1.18 2.80 0.215
H -3.44 0.71 -1.50 0.317
H -4.17 1.25 0.16 0.308
H -3.45 2.48 -0.99 0.326
H -0.26 1.81 -2.48 0.174
H -0.74 -2.25 0.36 -0.007
H -3.39 -1.31 -0.12 0.078
H -3.06 -2.29 -1.69 0.345
H -2.29 -4.32 -0.16 0.243
H -4.07 -3.75 0.04 0.486
H -1.74 -3.52 2.12 0.314
H -3.02 -2.18 2.13 0.019
H 0.10 -3.49 -1.61 0.381
H -0.56 -2.32 -2.81 0.278
H 1.80 -2.38 -1.04 0.454
H 1.56 -1.33 -2.27 0.418
H 3.30 2.09 0.04 0.311
C -2.57 3.25 6.52 -0.540
C -3.94 3.46 5.93 -0.557
C -3.76 2.94 4.52 -0.441
O -2.77 1.90 4.59 -0.272
C -2.15 1.94 5.88 -0.486
H -2.57 3.20 7.62 0.331
H -1.90 4.05 6.21 0.268
H -4.68 2.85 6.46 0.261
H -4.28 4.50 5.95 0.327
H -3.38 3.72 3.85 0.249
H -4.69 2.54 4.10 0.298
H -2.50 1.08 6.45 0.294
H -1.06 1.86 5.76 0.274
C 6.85 -1.39 -4.85 -0.445
C 6.33 -1.82 -6.20 -0.552
C 4.90 -1.32 -6.16 -0.385
O 4.89 -0.15 -5.33 -0.376
C 6.15 -0.06 -4.65 -0.205
H 7.94 -1.31 -4.80 0.344
H 6.53 -2.10 -4.08 0.220
H 6.89 -1.30 -6.99 0.263
H 6.40 -2.89 -6.38 0.334
H 4.24 -2.06 -5.70 0.239
H 4.52 -1.07 -7.15 0.273
H 6.72 0.76 -5.10 0.268
H 5.98 0.17 -3.59 0.011



Record 2
39
Properties=species:S:1:pos:R:3:mulliken_charge:R:1 method="wB97M-V/def2-TZVPD" gap_ev=4.44 total_energy_ha=-5791.316428 de_lowest_ev=0.000 lumo_energy_ev=-9.9 total_charge=+2
Mo -1.12 -0.01 -0.04 0.834
S 0.70 -2.36 -6.40 0.067
C 0.18 -2.03 -4.94 0.145
S -1.39 -1.27 -4.59 0.108
C -1.22 -1.17 -2.91 0.447
C 0.07 -1.66 -2.37 0.324
S 0.41 -1.65 -0.71 -0.050
S 1.17 -2.25 -3.48 0.186
S -2.46 -0.63 -1.93 -0.047
Br 0.59 -2.38 3.88 -0.127
C -1.28 -2.49 4.06 0.087
C -1.77 -3.25 5.10 -0.544
C -3.14 -3.41 5.26 -0.422
C -4.04 -2.82 4.37 -0.709
C -3.56 -2.07 3.32 -0.420
C -2.17 -1.88 3.16 0.343
C -1.78 -1.04 2.08 1.684
O -0.62 -0.51 1.89 -0.671
O -2.60 -0.76 1.08 -0.761
H -1.08 -3.73 5.78 0.440
H -3.51 -4.00 6.08 0.417
H -5.11 -2.95 4.50 0.426
H -4.24 -1.60 2.63 0.431
O -0.48 3.68 0.47 -0.378
C 0.15 2.96 -0.19 0.245
O -0.44 1.56 -0.41 -0.474
C 1.43 3.09 -0.89 0.628
C 2.16 4.27 -0.70 -0.787
C 3.37 4.44 -1.35 -0.487
C 3.85 3.45 -2.20 -0.651
C 3.10 2.30 -2.38 0.092
C 1.90 2.10 -1.74 -0.098
N 3.57 1.24 -3.29 0.941
O 4.66 1.36 -3.78 -0.532
O 2.80 0.32 -3.50 -0.554
H 1.77 5.03 -0.04 0.492
H 3.94 5.34 -1.20 0.441
H 4.80 3.57 -2.72 0.521
H 1.36 1.19 -1.92 0.414



Record 3
64
Properties=species:S:1:pos:R:3:mulliken_charge:R:1 method="wB97M-V/def2-TZVPD" gap_ev=5.42 total_energy_ha=-1939.228845 de_lowest_ev=0.793 lumo_energy_ev=2.5 total_charge=-1
W 0.37 0.63 -0.30 1.788
O 2.57 3.82 -1.93 -0.761
C 1.55 3.40 -1.41 0.281
O 1.31 2.13 -1.25 -0.858
C 0.49 4.35 -0.94 0.119
C 0.71 5.70 -1.23 -0.703
C -0.18 6.68 -0.88 -0.493
C -1.35 6.32 -0.22 -0.481
C -1.59 5.00 0.08 -0.967
C -0.68 3.97 -0.27 1.003
S -1.21 2.37 0.24 -0.505
H 1.64 5.93 -1.75 0.443
H 0.02 7.72 -1.12 0.366
H -2.08 7.07 0.07 0.347
H -2.49 4.71 0.61 0.403
O 1.90 0.60 1.04 -0.771
C 3.05 0.02 1.23 0.265
C 3.85 0.47 2.30 -0.644
C 5.07 -0.11 2.56 -0.414
C 5.56 -1.16 1.77 -0.807
C 4.78 -1.61 0.72 -0.754
C 3.54 -1.04 0.44 0.522
C 2.71 -1.54 -0.65 0.384
N 1.65 -0.95 -1.17 -0.227
C 1.16 -1.81 -2.13 -0.116
C 1.93 -2.92 -2.19 -0.848
N 2.92 -2.73 -1.25 -0.071
H 3.47 1.29 2.89 0.461
H 5.67 0.27 3.38 0.382
H 6.52 -1.60 1.97 0.376
H 5.17 -2.40 0.09 0.341
H 0.28 -1.56 -2.70 0.190
H 1.87 -3.80 -2.80 0.450
H 3.62 -3.40 -0.98 0.195
C -2.18 -0.64 -3.06 -1.205
C -3.29 -0.82 -2.03 0.686
C -3.86 0.53 -1.60 -1.153
C -2.97 -1.70 -0.83 0.433
C -3.88 -2.74 -0.61 -1.095
C -3.81 -3.56 0.50 -1.182
C -2.83 -3.32 1.44 -0.997
C -1.89 -2.31 1.28 0.680
C -0.86 -2.15 2.39 0.433
C 0.56 -2.50 1.97 -1.744
C -0.93 -0.80 3.10 -1.450
C -1.93 -1.50 0.11 0.370
N -0.93 -0.56 -0.07 0.746
H -2.55 -0.04 -3.90 0.484
H -1.86 -1.61 -3.47 0.323
H -1.31 -0.13 -2.65 -0.128
H -4.09 -1.35 -2.55 0.382
H -3.10 1.15 -1.12 0.010
H -4.67 0.39 -0.88 0.342
H -4.25 1.07 -2.46 0.411
H -4.66 -2.90 -1.34 0.319
H -4.53 -4.36 0.64 0.359
H -2.78 -3.93 2.34 0.330
H -1.15 -2.90 3.14 0.586
H 0.98 -1.72 1.33 0.393
H 0.59 -3.44 1.41 0.338
H 1.20 -2.60 2.84 0.510
H -0.61 0.02 2.45 0.129
H -0.27 -0.81 3.97 0.392
H -1.94 -0.59 3.44 0.403



Record 4
8
Properties=species:S:1:pos:R:3:mulliken_charge:R:1 method="wB97M-V/def2-TZVPD" gap_ev=7.80 total_energy_ha=-299.930231 de_lowest_ev=0.000 lumo_energy_ev=4.7 total_charge=-1 smiles="NNC(=O)[O-]"
C -1.24 -0.03 -0.01 0.588
N 1.35 -0.25 0.22 -0.612
N 0.21 0.60 0.34 -0.253
O -2.11 0.82 -0.10 -0.698
O -1.19 -1.24 -0.15 -0.701
H 0.94 -1.17 0.40 0.297
H 1.68 -0.28 -0.76 0.173
H 0.36 1.55 0.06 0.205



Record 5
30
Properties=species:S:1:pos:R:3:mulliken_charge:R:1 method="wB97M-V/def2-TZVPD" gap_ev=10.26 total_energy_ha=-764.337530 de_lowest_ev=3.929 lumo_energy_ev=0.4 smiles=O.O.O.O.O.O.O.O.O.O
H -0.46 -0.03 0.41 0.362
H 0.60 0.96 -0.02 0.260
H -3.09 -0.93 0.51 0.329
H -1.59 -1.18 0.64 0.265
H 2.74 2.65 -0.44 0.254
H 2.94 1.21 0.02 0.346
H -4.47 0.70 -0.72 0.330
H -5.65 -0.17 -1.10 0.317
H 0.10 3.39 -3.96 0.298
H 0.12 3.75 -2.48 0.309
H -2.02 3.85 3.38 0.322
H -0.94 3.83 2.31 0.312
H 4.34 -2.11 1.02 0.309
H 2.83 -2.10 1.23 0.314
H 0.46 -3.47 2.53 0.300
H 0.69 -2.17 3.27 0.299
H -2.18 -4.72 -1.47 0.319
H -1.20 -3.65 -1.01 0.307
H 3.52 0.63 -1.66 0.285
H 3.15 -0.43 -2.68 0.262
O 0.47 0.03 0.19 -0.565
O -2.23 -0.57 0.25 -0.682
O 2.27 1.81 -0.35 -0.593
O -5.16 0.16 -0.34 -0.643
O 0.28 3.02 -3.09 -0.603
O -1.07 3.91 3.26 -0.634
O 3.64 -1.65 1.50 -0.626
O 0.52 -2.52 2.39 -0.588
O -1.56 -4.07 -1.80 -0.626
O 2.94 -0.12 -1.80 -0.539



Record 6
55
Properties=species:S:1:pos:R:3:mulliken_charge:R:1 method="wB97M-V/def2-TZVPD" gap_ev=3.24 total_energy_ha=-1575.773007 lumo_energy_ev=-5.7 total_charge=+1
C 4.30 -7.41 2.03 -0.766
C 5.38 -7.19 0.90 -0.749
C 5.87 -5.80 1.16 -0.501
C 5.18 -5.20 2.20 -0.531
C 4.21 -6.09 2.73 0.761
C 3.52 -5.92 3.98 0.695
C 3.72 -4.75 4.77 -0.194
C 2.96 -4.52 5.91 -0.810
C 2.00 -5.46 6.33 -0.429
C 1.87 -6.66 5.63 -0.811
C 2.63 -6.92 4.49 0.003
H 3.33 -7.75 1.63 0.104
H 4.66 -8.20 2.71 0.474
H 6.17 -7.95 0.99 0.377
H 4.94 -7.31 -0.10 0.357
H 6.68 -5.36 0.59 0.475
H 5.36 -4.21 2.60 0.409
H 4.49 -4.04 4.47 0.324
H 3.12 -3.61 6.49 0.422
H 1.39 -5.26 7.22 0.447
H 1.15 -7.41 5.97 0.407
H 2.57 -7.88 3.98 0.377
C 2.37 -2.23 0.27 -0.793
N 2.01 -3.48 -0.35 0.369
C 1.49 -4.62 0.39 1.221
H 2.28 -5.05 1.07 -1.058
C 0.26 -4.30 1.25 -0.378
C -0.90 -3.77 0.66 -0.867
C -2.01 -3.48 1.46 0.080
Cl -3.41 -2.82 0.72 -0.196
C -1.98 -3.71 2.84 -0.651
C -0.82 -4.24 3.42 -0.464
C 0.30 -4.52 2.63 0.337
N 1.21 -5.55 -0.70 0.384
C 0.57 -6.83 -0.53 -0.724
C 1.57 -5.03 -1.91 1.046
C 2.08 -3.73 -1.69 1.205
C 2.26 -2.85 -2.76 -0.955
C 1.99 -3.30 -4.05 -0.734
C 1.49 -4.59 -4.27 -0.721
C 1.25 -5.46 -3.21 -0.947
H 2.68 -1.52 -0.51 0.289
H 1.53 -1.80 0.83 0.294
H 3.22 -2.38 0.96 0.187
H -0.94 -3.58 -0.41 0.467
H -2.87 -3.48 3.43 0.423
H -0.80 -4.43 4.49 0.409
H 1.22 -4.91 3.07 -0.055
H 0.42 -7.30 -1.51 0.275
H 1.20 -7.50 0.08 0.115
H -0.41 -6.73 -0.04 0.300
H 2.58 -1.82 -2.55 0.272
H 2.15 -2.64 -4.90 0.375
H 1.28 -4.91 -5.29 0.374
H 0.80 -6.44 -3.34 0.280